Below is one molecule with the formula C3H2N2O3 at a distorted geometry, with properties calculated with ωB97M-V with the def2-TZVPD basis set.

Cartesian coordinates (Å):
O 2.857 0.381 0.619
C 1.918 0.371 -0.181
N 0.564 0.403 0.154
N 0.002 -0.120 1.330
C -1.204 -0.631 0.914
C -1.527 -0.258 -0.529
O -2.554 -0.274 -1.078
O -0.216 0.116 -1.024
H 2.026 0.577 -1.306
H -1.811 -1.232 1.558

The LUMO energy is -0.0347 hartree. The calculation puts the largest force on an atom at 5.15 eV Å⁻¹. The HOMO-LUMO gap comes out at 9.4 eV. For the energy relative to the best compared isomer or geometry (same formula, charge and spin), the calculation gives 99.1 kcal/mol. The highest occupied orbital energy is -10.3486 eV. As for the SMILES: O=Cn1ncc(=O)o1. The charge is 0.


Below is C4H7NO as an isolated structure at a distorted geometry, with properties calculated with ωB97M-V with the def2-TZVPD basis set.

Cartesian coordinates (Å):
C 2.310 0.545 0.473
N 1.362 -0.233 -0.095
C 0.093 -0.041 -0.325
C -1.142 -0.882 -0.389
C -1.807 0.442 0.047
O -0.531 1.122 0.108
H 2.036 1.553 0.724
H 3.334 0.275 0.254
H 1.756 -1.167 -0.111
H -1.217 -1.691 0.346
H -1.439 -1.256 -1.373
H -2.469 0.906 -0.689
H -2.285 0.427 1.030

The LUMO energy is 0.0343 hartree. The calculation puts the largest force on an atom at 1.19 eV Å⁻¹. The HOMO-LUMO gap comes out at 7.1 eV. For the energy relative to the best compared isomer or geometry (same formula, charge and spin), the calculation gives 99.2 kcal/mol. The highest occupied orbital energy is -6.1208 eV. The charge is 0.


Below is one molecule with the formula C5H5NO, with properties calculated with ωB97M-V with the def2-TZVPD basis set.

Cartesian coordinates (Å):
C 1.257 0.806 -0.883
C 0.088 0.659 -0.260
C -0.456 1.751 0.510
N -0.912 2.632 1.105
C -0.681 -0.640 -0.278
C -0.278 -1.539 0.882
O 0.103 -1.126 1.948
H 1.681 -0.012 -1.458
H 1.825 1.727 -0.827
H -0.514 -1.168 -1.224
H -1.763 -0.465 -0.199
H -0.351 -2.626 0.684

The LUMO energy is 0.0118 hartree. The calculation puts the largest force on an atom at 0.96 eV Å⁻¹. The HOMO-LUMO gap comes out at 10.5 eV. For the energy relative to the best compared isomer or geometry (same formula, charge and spin), the calculation gives 30.0 kcal/mol. The highest occupied orbital energy is -10.1644 eV. As for the SMILES: C=C(C#N)CC=O. The charge is 0.


Below is C19H32FGaN7O2PSSi as an isolated structure, with properties calculated with ωB97M-V with the def2-TZVPD basis set.

Cartesian coordinates (Å):
Ga 0.204 0.476 -0.335
C 4.478 0.368 0.506
C 2.991 0.445 0.506
N 2.280 0.598 -0.546
N 2.884 0.822 -1.743
C 2.079 0.845 -2.769
N 2.579 1.207 -3.961
S 0.369 0.375 -2.745
C 2.207 0.391 1.767
C 2.783 0.229 3.012
C 1.972 0.297 4.141
C 0.613 0.528 3.999
C 0.101 0.659 2.718
N 0.884 0.578 1.644
H 4.863 0.708 -0.449
H 4.787 -0.673 0.651
H 4.910 0.969 1.307
H 3.507 1.605 -3.998
H 1.963 1.346 -4.740
H 3.851 0.077 3.106
H 2.408 0.188 5.127
H -0.037 0.621 4.858
H -0.951 0.840 2.525
C -4.059 0.282 1.379
Si -3.031 0.058 -0.160
C -2.501 -1.744 -0.151
C -3.977 0.349 -1.734
N -1.580 1.059 -0.106
C -1.721 2.466 -0.142
C -2.945 3.155 -0.114
C -3.006 4.541 -0.140
C -1.855 5.314 -0.200
C -0.625 4.674 -0.245
C -0.617 3.305 -0.216
F 0.612 2.666 -0.281
H -4.774 -0.547 1.459
H -4.639 1.208 1.387
H -3.437 0.275 2.280
H -3.409 -2.363 -0.166
H -1.934 -1.990 0.754
H -1.901 -1.998 -1.033
H -4.575 -0.534 -1.987
H -3.292 0.549 -2.564
H -4.666 1.196 -1.664
H -3.872 2.594 -0.078
H -3.977 5.022 -0.116
H -1.910 6.395 -0.220
H 0.310 5.218 -0.305
N 0.527 -3.606 1.989
C 0.237 -4.036 0.566
P 1.141 -2.796 -0.453
O 2.597 -2.932 -0.219
O 0.451 -1.511 -0.038
C 0.782 -3.280 -2.179
N 1.728 -2.544 -3.076
H 1.529 -3.683 2.172
H 0.020 -4.143 2.685
H 0.284 -2.614 2.084
H -0.837 -3.995 0.399
H 0.613 -5.046 0.420
H -0.249 -3.066 -2.460
H 0.974 -4.348 -2.268
H 1.677 -2.864 -4.040
H 2.689 -2.652 -2.744
H 1.494 -1.534 -3.055

The LUMO energy is -0.2149 hartree. The calculation puts the largest force on an atom at 0.56 eV Å⁻¹. The HOMO-LUMO gap comes out at 6.6 eV. For the energy relative to the best compared isomer or geometry (same formula, charge and spin), the calculation gives 23.0 kcal/mol. The highest occupied orbital energy is -12.4660 eV. The charge is +2.


Below is a 3-piece molecular cluster, C17H34F4N3O12PS overall at a distorted geometry, with properties calculated with ωB97M-V with the def2-TZVPD basis set.

Cartesian coordinates (Å):
C -3.892 -4.501 0.983
C -3.305 -3.109 0.816
O -1.994 -3.096 1.367
C -1.004 -2.525 0.589
C 0.161 -3.570 0.398
P 0.674 -4.013 2.155
O -0.054 -5.199 2.601
O 2.253 -4.207 2.273
O 0.325 -2.797 3.135
O -0.533 -4.763 -0.058
S -0.813 -4.631 -1.615
O -1.970 -3.863 -1.943
O -0.772 -5.900 -2.241
O 0.426 -3.641 -1.908
C 1.181 -3.312 -0.723
C 2.515 -4.082 -0.739
C 2.514 -5.608 -0.897
N 3.971 -5.942 -0.857
N 2.043 -6.027 -2.210
N 1.860 -6.321 0.189
C 1.569 -1.832 -0.997
F 1.960 -1.730 -2.291
F 0.530 -0.972 -0.866
C 2.741 -1.297 -0.110
F 3.889 -1.301 -0.835
F 2.502 -0.016 0.264
H -4.726 -4.673 0.308
H -3.130 -5.250 0.781
H -4.209 -4.671 2.009
H -3.319 -2.871 -0.245
H -3.949 -2.390 1.322
H -1.331 -2.144 -0.372
H -0.581 -1.670 1.124
H 2.438 -4.840 2.974
H 0.997 -2.105 3.068
H 3.149 -3.725 -1.544
H 3.076 -3.888 0.171
H 4.311 -5.794 0.088
H 4.053 -6.925 -1.086
H 2.833 -6.039 -2.844
H 1.750 -6.994 -2.130
H 0.998 -6.766 -0.090
H 2.475 -7.005 0.596
H 2.941 -1.889 0.784
C 3.448 3.512 -0.496
C 2.007 3.068 -0.362
O 1.286 3.881 0.573
C 0.690 5.037 0.240
C 1.006 5.679 -1.093
O -0.031 5.571 1.039
H 3.523 4.525 -0.892
H 3.992 2.842 -1.162
H 3.934 3.509 0.479
H 1.491 3.035 -1.323
H 1.967 2.068 0.046
H 1.835 6.372 -0.960
H 0.130 6.234 -1.419
H 1.249 4.970 -1.880
C -2.116 7.573 1.057
C -2.617 8.819 0.356
O -3.379 8.503 -0.815
C -4.697 8.235 -0.788
C -5.370 7.973 0.541
O -5.294 8.143 -1.824
H -2.944 6.963 1.421
H -1.484 7.835 1.903
H -1.545 6.964 0.375
H -3.185 9.475 1.018
H -1.772 9.403 -0.006
H -5.347 6.903 0.741
H -6.405 8.297 0.463
H -4.925 8.507 1.377

The LUMO energy is -0.0056 hartree. The calculation puts the largest force on an atom at 2.72 eV Å⁻¹. The HOMO-LUMO gap comes out at 9.8 eV. The highest occupied orbital energy is -9.9214 eV. As for the SMILES: CCOC[C@@]1(P(=O)(O)O)OS(=O)(=O)O[C@@]1(CC(N)(N)N)C(F)(F)C(F)F.CCOC(C)=O.CCOC(C)=O. The charge is 0.


Which value of LUMO does entry 3 give?
0.0118 hartree